{"formula": "CH4IN2O", "method": "ωB97M-V/def2-TZVPD", "orbital_gap_ev": [7.21, 5.88], "homo_ev": [-12.138, -14.492], "spin_multiplicity": 3, "charge": 1, "elements": ["C", "H", "H", "H", "I", "N", "N", "H", "O"], "xyz": [[-0.18271, 0.24863, -0.45346], [-0.53021, 1.91789, 0.29367], [-1.07477, 1.78563, -1.44628], [0.85193, 0.24457, 1.37712], [-0.84637, -1.38532, -1.71778], [0.29457, -0.24186, 0.68396], [-0.58597, 1.48167, -0.62208], [1.11545, -2.19615, 1.44240], [0.95808, -1.85506, 0.44244]]}



{"formula": "C49H89BF10N8O16", "method": "ωB97M-V/def2-TZVPD", "smiles": "C#CC[C@](O[C@@](CCF)(COC(C)=O)B(C)O)(C(F)(F)C(F)(F)F)[C@](CCCOC(C)=O)(COC(F)(F)F)N(CCF)CCOC(=O)CC.CN(C)C=O.CN(C)C=O.CN(C)C=O.CN(C)C=O.CN(C)C=O.CN(C)C=O.CN(C)C=O", "orbital_gap_ev": 8.59, "homo_ev": -8.409, "spin_multiplicity": 1, "charge": 0, "elements": ["C", "H", "H", "C", "H", "C", "H", "H", "H", "C", "H", "H", "H", "H", "C", "H", "F", "C", "N", "H", "C", "H", "C", "C", "H", "H", "H", "H", "H", "H", "C", "H", "F", "C", "C", "F", "C", "C", "H", "C", "C", "H", "H", "H", "H", "H", "H", "H", "H", "H", "F", "C", "F", "H", "H", "H", "H", "C", "H", "H", "O", "H", "H", "H", "H", "O", "C", "H", "O", "N", "H", "C", "H", "C", "H", "C", "H", "H", "H", "H", "H", "H", "H", "N", "H", "H", "C", "N", "O", "H", "H", "F", "H", "O", "C", "C", "C", "O", "H", "O", "C", "B", "C", "C", "C", "H", "O", "C", "H", "H", "H", "H", "H", "C", "H", "C", "N", "O", "H", "F", "H", "H", "O", "H", "C", "C", "N", "H", "H", "C", "H", "H", "C", "O", "H", "H", "H", "C", "H", "O", "C", "H", "H", "C", "C", "F", "O", "F", "H", "O", "C", "H", "H", "H", "H", "N", "O", "O", "H", "N", "C", "C", "C", "C", "H", "H", "C", "F", "C", "C", "H", "H", "H"], "xyz": [[2.07937, 0.13255, -1.43694], [-10.29658, 1.14342, -5.68250], [1.04546, -8.10150, 1.62264], [7.92494, 0.99804, -2.45965], [-2.84634, -2.03084, 1.56862], [-0.45157, 4.56938, 5.87689], [-10.56065, -1.04191, -2.68978], [5.43278, -0.21982, 2.18067], [-0.47738, -3.98356, -1.37219], [-2.42153, -1.03678, 1.63374], [8.91496, 3.73356, -0.61347], [-0.32073, 3.34853, -0.16088], [2.76526, -1.07850, -3.13244], [-0.52555, -4.98853, 1.95687], [2.81274, -2.31839, -0.86095], [0.47751, -6.59809, -5.19973], [3.99442, -1.86772, -1.32266], [-0.70944, -8.49881, 4.47585], [-4.92904, 3.34529, -5.57270], [1.04752, -0.93456, -3.02828], [2.07592, -0.36675, 5.17142], [1.34624, -10.33357, 4.05659], [1.85321, -1.12204, -0.46533], [0.71212, 0.91822, -1.32884], [-2.20708, -0.74468, -0.96746], [-3.13360, 3.54219, 4.40067], [-1.34539, -5.81233, -2.06084], [2.10966, 8.33003, 3.88731], [-0.75463, 0.11244, 1.07202], [2.04875, -8.83165, 4.69752], [3.18778, -3.38540, 0.24106], [8.06852, 1.32053, -0.32720], [-2.47037, -0.67126, 2.97368], [-2.80301, 2.58914, -0.79086], [3.25793, 1.72595, 5.24805], [1.94411, -0.75999, -5.51565], [-2.99791, 2.98130, 0.65763], [-0.49497, 3.10211, -1.20529], [3.23666, 6.22650, 6.72778], [5.69258, 1.25915, -1.73041], [1.97012, -0.39084, -2.87598], [-7.59120, 0.90123, -3.79058], [-2.55341, -8.29836, -3.86747], [-0.30165, -3.41432, 2.63672], [4.01830, 1.72908, -2.93781], [-5.11406, 4.81469, -7.05083], [-2.95073, 4.91127, 5.52132], [-1.10691, -6.05098, -5.75718], [8.33793, 3.70419, -2.27149], [9.49847, 1.59342, -1.23970], [2.22426, -3.02749, -1.83213], [-0.94525, -5.70949, -3.08032], [2.33280, -3.52572, 1.25196], [1.49361, -1.45923, 1.58514], [1.76474, 6.68479, 3.34808], [-9.34949, -1.84691, -3.69218], [1.65523, 0.64188, 7.73684], [3.31278, -0.53700, 1.53771], [-5.39204, 3.16076, -7.60505], [0.36337, 2.30545, -2.91409], [-1.11927, 3.38965, 2.55122], [-3.73712, 3.70621, -7.24792], [3.69975, 2.49669, 5.90313], [1.59927, 2.90750, -1.85961], [3.18316, 1.54032, 7.78455], [-11.19277, -0.64518, -5.32898], [-9.56958, -0.93713, -3.13250], [1.34750, 0.16184, 1.15952], [-0.34757, -4.35098, -0.48286], [2.69518, 0.71428, 5.92495], [0.51528, 3.55116, 3.76727], [2.68446, 0.66504, 7.37430], [7.22791, 3.54813, -0.90362], [-2.60576, 4.47834, 4.58686], [-0.78743, 3.97794, -1.77913], [-4.27917, -1.78181, -2.42776], [-0.76522, -7.79210, -5.63816], [-4.04117, 2.61075, -3.82275], [5.94421, 0.75143, -0.80351], [4.40294, 0.05262, -2.80971], [-3.42641, -1.31776, -2.90366], [2.27124, -9.25930, 2.99114], [-0.41591, -9.02280, 5.38163], [0.35868, -8.57928, 3.49330], [2.58749, 1.87089, 1.70771], [-0.86508, 3.99654, 6.71211], [-0.89462, -3.96518, 1.90581], [-9.54464, 0.20973, -4.02342], [-0.81897, -7.37777, 1.97088], [-0.04707, 0.39377, -1.88056], [1.27675, 0.03080, 4.54361], [2.86633, 3.72818, 1.11080], [-2.27870, 2.47618, 1.31802], [8.70089, 0.45059, -3.18847], [8.20196, 3.27055, -1.28834], [2.60463, 6.61613, 5.91156], [4.70237, 6.58527, 4.66108], [1.41006, 6.80918, 6.04973], [-1.94258, -3.96305, 2.18439], [-7.16914, 3.72426, -5.58381], [0.18045, -7.98577, 2.29827], [-0.62075, -3.42002, 0.45444], [3.47045, 1.96221, -0.24438], [0.66299, 2.36035, -1.87328], [-0.58957, -6.82068, -5.18401], [0.34987, 0.97473, -0.30722], [0.57977, -1.60363, -0.79100], [2.47565, 2.43169, 0.78545], [-6.15412, 3.01713, -3.97205], [-3.07567, -0.36352, 1.08758], [-4.74286, -2.51019, -3.07953], [-1.98313, -7.86653, -2.24399], [2.81586, -0.83819, 4.52384], [-1.74687, -1.73018, -0.99748], [-2.86708, 4.05136, 0.75522], [2.55904, 7.36990, 3.63020], [3.28192, 6.84399, 4.77826], [2.02358, 0.68935, -3.83365], [-8.80915, 1.71740, -2.77850], [0.14612, 0.36000, -4.98456], [-3.03155, 3.71105, -4.77895], [-0.54877, 5.63016, 6.08339], [3.28984, 1.80736, 4.03285], [4.87892, 5.85071, 3.87225], [-0.96870, -0.94867, 1.20686], [-0.55768, 3.69968, 3.60616], [-1.07296, -6.82380, -3.81246], [-1.32870, -1.81609, -2.00183], [-1.61786, -8.94717, 4.07301], [-3.76193, 2.90089, -4.83230], [-0.91984, -7.45488, 4.70965], [5.76248, 2.32342, -1.53235], [-6.15056, 3.36483, -5.01910], [-0.44874, -4.66206, -3.47031], [-2.82251, 5.16263, 3.76604], [-4.00129, 2.69421, 0.93374], [5.22837, 7.50956, 4.41315], [-3.96932, -2.40789, -1.09953], [3.24075, 7.49839, 2.79400], [-1.60104, 2.15414, -1.27651], [8.43094, 1.75843, -1.25238], [5.09344, 6.19712, 5.59911], [-5.00676, -1.00263, -2.23732], [4.42558, -0.39927, 1.92467], [-8.61203, 1.29039, -3.76453], [4.40425, -3.15245, 0.73771], [6.61097, 0.93896, -2.77691], [3.29740, -4.57904, -0.35848], [-0.40439, -1.22790, 2.09051], [-3.73126, 2.59788, -1.55296], [4.28844, 0.94982, -2.21507], [-3.31248, 2.04386, -5.33974], [3.77605, 2.86626, -0.78453], [1.42516, 2.47335, 0.54825], [4.34062, 1.73401, 0.37360], [-1.17475, 4.23198, 4.65868], [-4.80767, -2.55401, -0.26464], [-2.68230, -2.80794, -0.82374], [-8.70981, 2.07233, -4.51425], [3.27919, 0.87814, -1.18241], [-1.67716, -8.02759, -3.27519], [-0.56954, -1.84199, 0.01676], [-10.39302, 0.23302, -5.06741], [1.98919, -0.69412, 0.99226], [3.20294, -0.23157, 7.71856], [-0.95833, -8.84851, -3.30717], [1.57607, -9.29108, 3.82701], [1.82319, 1.35754, -5.88042], [-4.77957, 3.78172, -6.95052], [1.48315, 0.39126, -5.02264], [-8.83142, -0.80690, -2.34538], [0.60008, 4.32792, 5.76435], [1.66697, -1.10467, 5.85612]]}



{"formula": "C43H31N4PPdS2", "method": "ωB97M-V/def2-TZVPD", "orbital_gap_ev": [7.33, 4.76], "homo_ev": [-12.862, -13.258], "spin_multiplicity": 5, "charge": 2, "elements": ["C", "C", "S", "H", "H", "C", "H", "H", "H", "C", "C", "H", "Pd", "H", "C", "C", "N", "H", "C", "C", "C", "H", "C", "C", "C", "C", "H", "H", "C", "C", "H", "S", "H", "H", "C", "C", "C", "H", "C", "C", "H", "P", "H", "C", "C", "C", "C", "H", "C", "N", "H", "H", "H", "H", "H", "C", "C", "C", "C", "C", "C", "N", "H", "H", "C", "C", "C", "C", "N", "C", "H", "C", "C", "C", "H", "C", "H", "C", "H", "H", "C", "H"], "xyz": [[4.04126, -3.77703, -2.46765], [1.52496, -3.65083, 4.05745], [-3.68534, 0.54367, -2.88005], [-3.32394, 1.71827, 1.69655], [1.93596, 5.21857, 0.16155], [-1.62854, 1.76427, 4.00615], [3.58026, -1.40133, -0.10495], [-7.25024, 0.49017, 0.52605], [-1.05104, -0.92813, 2.07665], [1.70286, -3.53023, -1.96275], [-3.99474, 1.32957, 0.94775], [4.07376, -0.01523, -4.18305], [0.12226, 0.63647, -0.61265], [0.70516, -4.40483, 0.86445], [3.42166, 2.90737, -2.57565], [-6.22054, 0.67077, 0.26045], [0.77556, 2.72367, -0.02095], [3.56086, 6.08857, -1.40825], [2.01576, -2.54093, -1.03415], [-0.79684, 5.02527, 2.43035], [2.72066, -4.14463, -2.67235], [-2.60164, -2.35633, -3.46945], [-1.04614, 0.10047, 2.41175], [3.62966, 0.70177, -3.51155], [-1.13124, 2.74097, 3.11845], [1.67106, -2.27843, 3.93845], [-5.69964, 1.37647, 2.21035], [-1.54164, -3.08413, 1.30525], [2.60746, 0.29617, -2.65065], [-5.80164, 0.46177, -1.03895], [1.68516, -4.12773, 5.01165], [-0.71134, 1.12867, -2.92995], [-2.06354, 2.07707, 4.94135], [4.80966, 2.37137, -4.13785], [-3.53044, 1.05137, -0.34015], [1.75916, 3.27097, -0.75705], [-3.29924, -3.10363, -1.58365], [2.47856, -4.91823, -3.38415], [0.96696, -3.80823, 1.72775], [3.24026, 5.06287, -1.50455], [-0.91574, 6.08317, 2.60315], [0.77736, -1.67473, -0.01725], [4.53926, 4.65227, -3.15835], [3.79516, 4.26567, -2.47995], [-1.21104, 4.12537, 3.38405], [4.35696, -2.79453, -1.53925], [-5.32844, 1.13937, 1.22765], [1.59566, -0.59243, 2.60695], [3.34936, -2.17803, -0.82365], [-0.51294, 0.98477, 1.59625], [0.01586, 5.34807, 0.49015], [0.67966, -3.83523, -2.12355], [-4.25184, -3.42513, -1.97435], [-1.63104, 4.46317, 4.31955], [5.38576, -2.51093, -1.37645], [-2.99894, -3.29773, -0.24415], [-4.46254, 0.65587, -1.33205], [-2.18774, 0.99127, -2.09565], [-0.53444, 2.29607, 1.90825], [-0.83974, -2.29823, -0.57255], [-1.77574, -2.89843, 0.26625], [-2.25864, 1.21027, -0.80315], [-3.71444, -3.77793, 0.40505], [2.25136, -0.72533, -2.67115], [1.18756, -4.41573, 2.95015], [-1.57924, 0.43827, 3.65955], [-0.20344, 4.60747, 1.24305], [-2.37434, -2.49963, -2.42385], [2.04046, 1.10887, -1.78535], [-1.15664, -2.08343, -1.91945], [-6.49354, 0.17607, -1.81415], [2.27406, 4.57587, -0.63315], [2.39956, 2.40347, -1.72565], [4.03286, 2.01297, -3.47845], [4.82676, -4.25993, -3.02685], [0.05386, 3.25087, 0.99295], [-0.42414, -1.61603, -2.57375], [1.46536, -1.66133, 2.71585], [1.94876, -1.68473, 4.79575], [-1.96014, -0.33453, 4.31015], [1.08796, -2.42423, 1.61535], [1.09976, -5.48743, 3.04035]]}



{"formula": "C13H24B2CoF10N6O4SSb", "method": "ωB97M-V/def2-TZVPD", "orbital_gap_ev": [7.78, 5.76], "homo_ev": [-16.012, -16.003], "spin_multiplicity": 3, "charge": 2, "elements": ["C", "F", "C", "C", "H", "N", "H", "C", "Sb", "C", "B", "C", "H", "H", "H", "N", "C", "F", "F", "H", "H", "C", "F", "C", "C", "H", "C", "F", "C", "H", "F", "N", "O", "H", "H", "H", "H", "H", "O", "H", "H", "N", "H", "H", "F", "B", "H", "N", "H", "O", "O", "H", "Co", "F", "H", "N", "H", "S", "F", "H", "C", "F"], "xyz": [[-1.42293, -1.60132, 3.58276], [0.70762, -4.86115, 1.52043], [2.46429, -1.92934, -1.26927], [-1.88700, 4.32435, -0.74320], [-3.94829, -1.25133, 2.32780], [-1.69475, -0.91550, -0.03251], [-2.06287, 6.16128, -1.84136], [1.46493, -1.99250, -2.30060], [-0.10022, -4.97072, -0.16137], [-0.06547, 2.66702, -0.12281], [-1.89634, -0.55991, -2.39508], [-1.14935, -1.16571, 2.19834], [-1.39325, 2.46115, -1.55949], [1.34542, 5.86150, 2.85496], [-2.92991, 4.04424, -0.88427], [0.31401, -1.41610, -1.94814], [3.79825, -2.53679, -1.40473], [1.57718, -4.52417, -0.94619], [3.30395, -0.35458, 2.93606], [-4.21188, -1.18247, 0.55922], [-2.28149, -1.07673, 4.00240], [-3.58209, -1.57065, 1.35505], [0.00634, -2.75657, 0.16511], [1.69131, -2.64429, -3.60179], [-1.44441, 5.26550, -1.85689], [-0.40244, 5.56434, -1.73263], [1.50267, 4.88536, 2.40165], [-1.37565, 0.75058, -2.21853], [-2.17310, -1.18932, 1.13705], [-1.79661, 4.78961, 0.23142], [-2.77685, -0.67654, -3.37605], [0.01735, -0.82155, 1.76522], [1.07719, -0.88978, 2.57328], [4.42120, -2.32164, -0.54210], [3.67948, -3.62154, -1.48992], [0.83663, -2.52244, -4.25929], [4.29096, -2.19846, -2.31881], [2.42216, 4.93205, 1.81686], [-0.65805, -1.42010, -2.76579], [-1.67902, -2.66605, 3.56411], [1.30392, 2.70346, 1.30356], [2.04119, -1.29736, -0.17174], [-0.59949, 4.50730, 2.12039], [1.86875, -3.71270, -3.44109], [-1.74421, -4.59055, 0.68527], [2.34132, -0.32952, 2.02739], [1.62819, 4.15563, 3.20265], [-1.12127, 3.06217, -0.78725], [2.58752, -2.24245, -4.08046], [-2.47676, -1.02909, -1.10500], [2.82820, -1.18779, 0.82037], [-0.55480, -1.46651, 4.21925], [0.17802, -0.94735, -0.11561], [2.08210, 0.94921, 1.46697], [0.19086, 5.30023, 0.74797], [0.53332, 3.22494, 0.89797], [-3.65797, -2.66382, 1.31682], [0.75080, 1.21626, -0.79036], [-0.10009, -6.78263, -0.46912], [-1.55647, 4.79377, -2.83342], [0.31359, 4.54505, 1.52305], [-0.82573, -4.27799, -1.75849]]}